<A>
Below is 2 unconnected molecules or ions with the total composition C4H8N2, with properties calculated with ωB97M-V/def2-TZVPD.

The geometry in XYZ format:
```
14
Properties=species:S:1:pos:R:3:lowdin_charge:R:1
C 0.18 0.59 0.26 -0.019
C -0.24 1.41 -1.03 -0.135
C -1.63 -1.28 0.27 -0.085
C -0.37 -0.60 0.76 -0.350
N 4.18 0.11 0.78 0.001
N 3.53 0.96 0.53 0.003
H -1.23 1.33 -1.48 0.041
H 0.53 0.96 -1.77 0.102
H -0.05 2.49 -1.07 0.050
H -2.19 -0.43 0.09 0.046
H -2.12 -1.80 1.06 0.062
H -1.62 -1.91 -0.56 0.054
H 0.38 -1.33 0.97 0.102
H -0.57 -0.23 1.77 0.129
```

Results
Gap between HOMO and LUMO (spin up / spin down) (eV): 8.05 / 8.05
HOMO (spin up / spin down) (eV): -7.52 / -7.52
Multiplicity: 1
Net charge: 0



<B>
Below is a molecular structure, C4H8N2, with properties calculated with ωB97M-V/def2-TZVPD.

The geometry in XYZ format:
```
14
Properties=species:S:1:pos:R:3:lowdin_charge:R:1
C -0.97 1.66 0.09 -0.069
C -0.48 0.23 0.33 -0.262
N 0.05 -0.40 -0.79 -0.075
C 0.85 -1.54 -0.42 -0.246
C 1.70 -1.20 0.88 -0.109
N 1.06 -0.23 1.40 0.023
H -1.83 1.71 -0.61 0.082
H -0.19 2.30 -0.35 0.072
H -1.31 2.14 1.01 0.067
H 1.02 0.45 2.11 0.076
H -1.22 -0.38 0.85 0.122
H 0.59 0.27 -1.34 0.121
H 1.45 -1.86 -1.27 0.096
H 0.20 -2.36 -0.11 0.102
```

Results
Gap between HOMO and LUMO (eV): 8.73
HOMO (eV): -7.75
Multiplicity: 1
Net charge: 0



<C>
Below is a single C4H8N2 molecule, with properties calculated with ωB97M-V/def2-TZVPD.

The geometry in XYZ format:
```
14
Properties=species:S:1:pos:R:3:lowdin_charge:R:1
C 1.80 -0.93 0.04 -0.028
C 0.98 0.41 -0.10 -0.425
C -1.46 -0.74 -0.14 -0.152
C -1.72 0.76 0.13 -0.103
H 1.55 -1.60 -0.83 0.088
H 2.86 -0.64 0.02 0.059
H 1.67 -1.39 1.05 0.082
H 0.72 2.25 -0.21 0.020
H -1.94 -1.21 -1.12 0.140
H -1.54 -1.26 0.81 0.092
H -1.85 1.01 1.23 0.107
H -2.10 1.59 -0.61 0.130
N 1.45 1.59 -0.08 0.117
N -0.42 0.17 -0.20 -0.128
```

Results
Gap between HOMO and LUMO (eV): 9.69
HOMO (eV): -8.74
Multiplicity: 1
SMILES: [H]/N=C(/C)N1CC1
Net charge: 0



<C> is preferred energetically. Next in line: 65.3 kJ/mol higher.



<A>
Below is a single C4H8N2 molecule, with properties calculated with ωB97M-V/def2-TZVPD.

The geometry in XYZ format:
```
14
Properties=species:S:1:pos:R:3:lowdin_charge:R:1
C 0.41 0.99 0.53 -0.249
C 0.25 -0.50 0.25 -0.475
N -0.14 1.78 -0.57 0.005
C -1.11 -0.96 0.26 -0.101
C 1.03 -1.13 -0.74 -0.028
N -2.07 -1.65 0.60 0.134
H -0.02 2.77 -0.40 0.066
H 0.33 1.54 -1.43 0.067
H -2.98 -1.38 0.22 0.080
H -0.13 1.26 1.44 0.117
H 1.48 1.15 0.69 0.115
H 0.11 -1.09 1.27 0.200
H 1.87 -0.59 -1.14 0.031
H 0.98 -2.19 -0.97 0.036
```

Results
Gap between HOMO and LUMO (spin up / spin down) (eV): 6.20 / 7.82
HOMO (spin up / spin down) (eV): -6.07 / -7.13
Multiplicity: 1
Net charge: 0



<B>
Below is a single C4H8N2 molecule, with properties calculated with ωB97M-V/def2-TZVPD.

The geometry in XYZ format:
```
14
Properties=species:S:1:pos:R:3:lowdin_charge:R:1
C 2.01 0.10 0.44 -0.119
N 0.63 -0.46 0.54 -0.092
C -0.43 -0.08 -0.46 -0.363
C -1.86 -0.75 -0.43 -0.048
C -0.55 1.35 -0.19 -0.232
N -0.52 2.44 0.20 0.148
H 2.22 0.54 -0.54 0.077
H 2.72 -0.73 0.58 0.067
H 2.28 0.87 1.18 0.080
H 0.31 -0.30 1.49 0.106
H -0.06 -0.26 -1.48 0.141
H -2.51 -0.29 -1.19 0.084
H -1.85 -1.82 -0.67 0.074
H -2.38 -0.61 0.52 0.076
```

Results
Gap between HOMO and LUMO (eV): 10.22
HOMO (eV): -9.27
Multiplicity: 1
SMILES: CN[C@@H](C)C#N
Net charge: 0



<B> is preferred energetically. Next in line: 403.6 kJ/mol higher.



<A>
Below is a molecular structure, C4H8N2, with properties calculated with ωB97M-V/def2-TZVPD.

The geometry in XYZ format:
```
14
Properties=species:S:1:pos:R:3:lowdin_charge:R:1
C -0.47 -0.90 0.33 -0.365
C -0.41 0.70 -0.20 -0.319
C -1.20 1.45 0.66 0.010
N 0.25 -1.18 1.36 0.049
H -0.17 -1.91 1.94 0.041
H -1.45 -1.34 0.13 0.113
H -0.70 0.77 -1.25 0.105
H -2.00 2.08 0.29 0.051
H -1.07 1.38 1.73 0.061
C 1.97 -0.11 -1.22 -0.029
N 1.37 -1.09 -1.51 0.068
H 0.30 -1.13 -0.80 0.060
H 0.74 0.79 -0.16 0.071
H 2.86 0.49 -1.32 0.084
```

Results
Gap between HOMO and LUMO (spin up / spin down) (eV): 7.37 / 7.51
HOMO (spin up / spin down) (eV): -7.59 / -7.31
Multiplicity: 1
Net charge: 0



<B>
Below is a single C4H8N2 molecule, with properties calculated with ωB97M-V/def2-TZVPD.

The geometry in XYZ format:
```
14
Properties=species:S:1:pos:R:3:lowdin_charge:R:1
C 0.12 0.14 1.70 -0.159
N 0.73 0.50 0.47 -0.058
C -0.30 0.26 -0.55 -0.449
C 0.32 0.26 -1.94 -0.080
C -1.11 -1.00 -0.12 -0.034
N -0.85 -1.06 1.16 -0.015
H -0.53 0.93 2.07 0.105
H 0.91 -0.02 2.46 0.114
H -1.23 -1.75 1.79 0.103
H 1.51 -0.12 0.29 0.113
H -1.03 1.08 -0.47 0.136
H -0.45 0.08 -2.69 0.072
H 0.81 1.22 -2.15 0.077
H 1.08 -0.53 -2.03 0.075
```

Results
Gap between HOMO and LUMO (eV): 9.40
HOMO (eV): -8.38
Multiplicity: 1
Net charge: 0



<C>
Below is a single C4H8N2 molecule, with properties calculated with ωB97M-V/def2-TZVPD.

The geometry in XYZ format:
```
14
Properties=species:S:1:pos:R:3:lowdin_charge:R:1
C -0.83 -0.19 -0.23 -0.406
C 0.72 0.10 -0.17 -0.409
C -1.52 0.97 0.22 -0.055
C 1.65 -0.99 0.23 -0.065
N -1.19 -1.32 -0.62 0.154
N 1.05 1.31 -0.33 0.122
H -2.50 0.73 -0.05 0.065
H -1.53 1.03 1.22 0.062
H -1.36 1.88 -0.31 0.086
H 1.37 -1.10 1.28 0.077
H 2.76 -0.59 0.34 0.108
H 1.49 -1.86 -0.50 0.102
H -2.22 -1.39 -0.82 0.081
H 2.10 1.42 -0.26 0.078
```

Results
Gap between HOMO and LUMO (eV): 10.58
HOMO (eV): -9.48
Multiplicity: 1
SMILES: [H]/N=C(C)/C(C)=N/[H]
Net charge: 0



<C> is preferred energetically. Next in line: 49.3 kJ/mol higher.



<A>
Below is a single C4H8N2 molecule, with properties calculated with ωB97M-V/def2-TZVPD.

The geometry in XYZ format:
```
14
Properties=species:S:1:pos:R:3:lowdin_charge:R:1
C 0.01 -1.07 -0.97 -0.076
N 0.07 0.28 -0.41 -0.262
C 1.39 0.83 -0.18 -0.089
C -0.94 0.67 0.50 -0.185
C -1.69 -0.39 1.11 -0.337
N -1.94 -1.45 1.54 0.134
H 0.96 -1.29 -1.47 0.087
H -0.79 -1.13 -1.72 0.091
H -0.18 -1.83 -0.21 0.071
H 1.97 0.19 0.50 0.090
H 1.29 1.82 0.27 0.084
H 1.95 0.93 -1.12 0.086
H -1.21 1.72 0.44 0.119
H -0.88 0.61 1.81 0.188
```

Results
Gap between HOMO and LUMO (eV): 9.40
HOMO (eV): -8.65
Multiplicity: 1
SMILES: CN(C)CC#N
Net charge: 0



<B>
Below is 3 unconnected molecules or ions with the total composition C4H8N2, with properties calculated with ωB97M-V/def2-TZVPD.

The geometry in XYZ format:
```
14
Properties=species:S:1:pos:R:3:lowdin_charge:R:1
C 1.89 0.30 -0.35 -0.011
C 0.51 0.55 0.03 -0.472
N -0.38 -0.17 -0.67 -0.101
C -1.75 -0.20 -0.20 -0.239
C -1.92 -0.14 1.27 -0.221
N -2.00 -0.07 2.42 0.135
H 2.71 0.63 0.29 0.082
H 2.09 0.16 -1.41 0.079
H 1.47 -1.45 -0.30 0.094
H 0.35 0.82 1.08 0.128
H 0.93 1.54 -0.50 0.185
H 0.63 -1.44 -0.46 0.109
H -2.20 -1.13 -0.56 0.116
H -2.33 0.62 -0.64 0.116
```

Results
Gap between HOMO and LUMO (eV): 9.34
HOMO (eV): -9.12
Multiplicity: 1
Net charge: 0



<C>
Below is a single C4H8N2 molecule, with properties calculated with ωB97M-V/def2-TZVPD.

The geometry in XYZ format:
```
14
Properties=species:S:1:pos:R:3:lowdin_charge:R:1
C 0.78 -0.03 1.75 -0.134
C -0.83 0.10 -0.10 -0.277
C 0.15 -0.11 -1.26 -0.191
C -0.18 0.41 -2.60 -0.228
H 1.66 -0.20 1.10 0.071
H 0.81 1.04 1.97 0.070
H 1.01 -0.56 2.70 0.083
H -1.21 -0.84 1.68 0.123
H -1.00 1.18 0.08 0.120
H -1.83 -0.42 -0.39 0.147
H 0.25 -1.22 -1.42 0.137
H 1.14 0.29 -0.97 0.107
N -0.39 -0.59 1.08 -0.156
N -0.36 0.94 -3.61 0.129
```

Results
Gap between HOMO and LUMO (eV): 10.10
HOMO (eV): -9.28
Multiplicity: 1
SMILES: CNCCC#N
Net charge: 0



<D>
Below is 2 unconnected molecules or ions with the total composition C4H8N2, with properties calculated with ωB97M-V/def2-TZVPD.

The geometry in XYZ format:
```
14
Properties=species:S:1:pos:R:3:lowdin_charge:R:1
C 0.43 1.62 -0.70 -0.020
N -0.41 0.95 0.07 -0.056
C -0.32 -0.29 0.60 -0.389
C 0.96 -1.06 0.54 -0.072
C -1.45 -0.73 1.33 -0.226
N -2.38 -1.10 1.93 0.122
H 1.40 1.20 -0.92 0.060
H 0.11 2.57 -1.09 0.066
H -0.32 -0.27 -2.20 0.057
H -1.30 1.41 0.24 0.167
H -0.61 -0.80 -1.75 0.059
H 0.76 -2.12 0.70 0.086
H 1.44 -0.96 -0.44 0.058
H 1.67 -0.72 1.30 0.087
```

Results
Gap between HOMO and LUMO (spin up / spin down) (eV): 8.13 / 8.13
HOMO (spin up / spin down) (eV): -7.60 / -7.60
Multiplicity: 1
Net charge: 0



<C> is preferred energetically. Next in line: 195.2 kJ/mol higher.



<A>
Below is a single C4H8N2 molecule, with properties calculated with ωB97M-V/def2-TZVPD.

The geometry in XYZ format:
```
14
Properties=species:S:1:pos:R:3:lowdin_charge:R:1
C -2.38 0.03 -0.14 -0.134
C -0.23 -1.32 0.06 -0.069
C -0.07 0.95 -1.08 -0.057
C -0.64 0.15 0.07 -0.575
N -3.51 -0.06 -0.30 0.089
N -0.48 0.83 1.31 0.053
H 0.84 -1.41 0.28 0.085
H -0.79 -1.88 0.80 0.083
H -0.42 -1.77 -0.92 0.085
H 1.01 0.98 -0.98 0.089
H -0.45 1.97 -1.04 0.088
H -0.32 0.51 -2.04 0.088
H -0.64 0.22 2.11 0.089
H 0.43 1.27 1.39 0.087
```

Results
Gap between HOMO and LUMO (eV): 10.94
HOMO (eV): -10.15
Multiplicity: 1
SMILES: CC(C)(N)C#N
Net charge: 0



<B>
Below is a single C4H8N2 molecule, with properties calculated with ωB97M-V/def2-TZVPD.

The geometry in XYZ format:
```
14
Properties=species:S:1:pos:R:3:lowdin_charge:R:1
C -0.74 0.70 1.35 -0.100
C -0.62 0.64 -0.44 -0.203
N 0.60 0.11 -0.99 -0.097
C 0.70 -1.34 -0.94 -0.211
C -0.03 -1.81 0.26 -0.190
N -0.78 -1.62 1.12 0.125
H 0.12 1.35 1.47 0.032
H -0.69 0.10 2.30 0.055
H -1.70 1.19 1.45 0.038
H -1.45 0.18 -1.02 0.112
H -0.63 1.72 -0.63 0.095
H 1.40 0.57 -0.57 0.110
H 1.74 -1.66 -0.95 0.117
H 0.20 -1.78 -1.81 0.118
```

Results
Gap between HOMO and LUMO (eV): 10.15
HOMO (eV): -9.23
Multiplicity: 1
SMILES: CCNCC#N
Net charge: 0



<A> is preferred energetically. Next in line: 208.3 kJ/mol higher.



<A>
Below is a single CH2N2O2S molecule, with properties calculated with ωB97M-V/def2-TZVPD.

The geometry in XYZ format:
```
8
Properties=species:S:1:pos:R:3:lowdin_charge:R:1
C 0.08 -0.71 0.13 -0.776
N -1.21 -0.33 0.08 0.107
N 0.95 0.83 0.12 -0.387
O 0.20 1.79 -0.02 0.015
O 2.13 0.79 0.07 0.036
S 1.15 -1.86 0.02 0.803
H -1.38 0.51 -0.42 0.091
H -1.92 -1.02 0.03 0.112
```

Results
Gap between HOMO and LUMO (eV): 8.84
HOMO (eV): -9.36
Multiplicity: 1
SMILES: NC(=S)[N+](=O)[O-]
Net charge: 0



<B>
Below is 2 unconnected molecules or ions with the total composition CH2N2O2S, with properties calculated with ωB97M-V/def2-TZVPD.

The geometry in XYZ format:
```
8
Properties=species:S:1:pos:R:3:lowdin_charge:R:1
C 0.64 -0.10 -0.05 -0.126
N -3.33 -2.33 0.29 0.243
N -2.89 -1.44 -0.17 -0.338
O -2.38 -0.50 -0.52 0.111
O 1.41 -0.82 -0.71 -0.620
S 2.22 -2.07 0.01 0.494
H 0.17 -0.23 0.99 0.128
H 0.54 0.90 -0.50 0.108
```

Results
Gap between HOMO and LUMO (spin up / spin down) (eV): 7.37 / 7.35
HOMO (spin up / spin down) (eV): -8.38 / -8.37
Multiplicity: 1
Net charge: 0



<A> is preferred energetically. Next in line: 181.8 kJ/mol higher.



<A>
Below is 2 unconnected molecules or ions with the total composition CH2N2O2S, with properties calculated with ωB97M-V/def2-TZVPD.

The geometry in XYZ format:
```
8
Properties=species:S:1:pos:R:3:lowdin_charge:R:1
C 0.53 -0.12 -2.05 -0.417
N 1.02 -0.21 -0.97 0.171
N -0.09 0.57 1.04 -0.319
O -0.15 0.09 -2.94 0.183
O -1.79 -0.28 2.70 -0.537
S -0.39 0.11 2.48 0.866
H 1.84 -0.64 -0.79 0.051
H -0.96 0.48 0.54 0.002
```

Results
Gap between HOMO and LUMO (eV): 9.83
HOMO (eV): -10.52
Multiplicity: 1
Net charge: 0



<B>
Below is a molecular structure, CH2N2O2S, with properties calculated with ωB97M-V/def2-TZVPD.

The geometry in XYZ format:
```
8
Properties=species:S:1:pos:R:3:lowdin_charge:R:1
C 0.23 0.47 -0.38 -0.604
N 1.03 -0.60 -0.34 0.118
N 1.27 0.51 0.57 0.111
O -2.66 -1.06 -0.09 -0.603
O -0.76 1.04 -0.78 -0.114
S -1.98 0.02 0.54 0.871
H 1.72 -0.74 -1.06 0.129
H 1.14 0.36 1.54 0.092
```

Results
Gap between HOMO and LUMO (eV): 7.41
HOMO (eV): -7.76
Multiplicity: 1
Net charge: 0



<C>
Below is a single CH2N2O2S molecule, with properties calculated with ωB97M-V/def2-TZVPD.

The geometry in XYZ format:
```
8
Properties=species:S:1:pos:R:3:lowdin_charge:R:1
C -0.74 0.61 -0.16 -0.324
N 0.40 1.12 -0.38 -0.160
N -0.85 -0.69 0.00 -0.013
O 2.22 0.17 1.09 -0.427
O 0.41 -1.22 -0.23 -0.336
S 1.67 0.01 -0.22 0.936
H -1.51 1.39 -0.23 0.143
H -1.61 -1.39 0.13 0.182
```

Results
Gap between HOMO and LUMO (eV): 10.39
HOMO (eV): -9.77
Multiplicity: 1
Net charge: 0



<A> is preferred energetically. Next in line: 135.4 kJ/mol higher.



<A>
Below is a single C4H5NS molecule, with properties calculated with ωB97M-V/def2-TZVPD.

The geometry in XYZ format:
```
11
Properties=species:S:1:pos:R:3:lowdin_charge:R:1
C -1.25 -1.05 0.44 0.008
C 1.55 0.45 0.56 -0.451
C -1.29 0.06 -0.32 -0.279
C 0.52 1.37 0.24 -0.302
N -0.68 1.25 -0.18 0.019
S 2.57 -0.58 -0.19 0.842
H -1.94 -1.83 0.19 0.034
H -0.55 -1.45 1.19 0.058
H -2.11 0.18 -1.05 0.106
H 0.84 2.41 0.55 0.126
H 2.33 -0.82 -1.44 -0.159
```

Results
Gap between HOMO and LUMO (spin up / spin down) (eV): 7.38 / 7.38
HOMO (spin up / spin down) (eV): -8.30 / -8.30
Multiplicity: 1
Net charge: 0



<B>
Below is a single C4H5NS molecule, with properties calculated with ωB97M-V/def2-TZVPD.

The geometry in XYZ format:
```
11
Properties=species:S:1:pos:R:3:lowdin_charge:R:1
C -0.33 -0.88 -2.19 -0.527
C -0.30 0.52 -0.04 -0.450
C -0.72 1.12 1.02 -0.061
C 0.73 -0.61 -0.22 -0.250
N 0.50 -1.29 -1.40 -0.051
S -1.33 0.51 -1.74 0.854
H -0.45 -1.19 -3.17 0.050
H -1.68 1.66 1.13 0.077
H -0.24 0.70 1.93 0.086
H 1.79 -0.25 -0.13 0.144
H 0.33 -1.25 0.58 0.129
```

Results
Gap between HOMO and LUMO (eV): 9.51
HOMO (eV): -8.71
Multiplicity: 1
SMILES: C=C1CN=CS1
Net charge: 0



<B> is preferred energetically. Next in line: 241.8 kJ/mol higher.